# 1
A structure of composition C27H22CaN8O10S5. Source: OMol25; level of theory: wB97M-V/def2-TZVPD.

LUMO: 3.8 eV
E_HOMO: -1.56 eV
Relative energy (zero: lowest compared OMol25 entry of this formula, charge and spin): 117.55 kJ/mol
Spin multiplicity: 1
Total energy: -133364.56319 eV
Net charge: -2

Positions of all 73 atoms, in Å:
Ca: -0.150 1.683 -1.069
N: -3.859 0.471 1.899
C: -2.707 0.669 1.079
S: -2.914 1.898 -0.199
N: -1.659 -0.025 1.280
N: -0.648 -0.044 0.386
C: 0.617 -0.266 1.080
C: 0.501 -1.409 2.089
C: 0.609 -1.181 3.452
C: 0.431 -2.224 4.353
C: 0.155 -3.507 3.904
C: 0.069 -3.746 2.538
C: 0.242 -2.700 1.644
C: 1.719 -0.561 0.038
C: 2.807 -1.373 0.353
C: 3.783 -1.582 -0.599
C: 3.657 -0.994 -1.850
C: 2.548 -0.209 -2.086
N: 1.607 0.006 -1.167
H: -4.279 1.355 2.156
H: -3.566 -0.024 2.734
H: 0.862 -0.183 3.783
H: 0.519 -2.031 5.417
H: 0.020 -4.319 4.611
H: -0.125 -4.747 2.167
H: 0.189 -2.887 0.580
H: 2.898 -1.778 1.348
H: 4.648 -2.190 -0.361
H: 4.397 -1.138 -2.626
H: 2.388 0.261 -3.050
O: -5.877 3.141 -5.771
C: -4.982 2.789 -5.039
S: -5.186 1.722 -3.658
C: -3.486 1.649 -3.181
C: -2.589 2.389 -3.891
S: -0.905 2.614 -3.686
S: -3.295 3.280 -5.237
S: -3.103 0.583 -1.874
O: 0.716 -3.061 -2.644
C: -0.361 -2.279 -2.811
O: -0.389 -1.369 -3.593
C: -1.534 -2.621 -1.892
N: -1.352 -3.952 -1.299
C: -2.049 -4.927 -2.161
C: -2.927 -4.125 -3.149
C: -2.857 -2.675 -2.655
H: -1.513 -1.849 -1.114
H: -1.726 -3.957 -0.360
H: 0.454 -3.700 -1.946
H: -2.632 -5.613 -1.545
H: -1.315 -5.526 -2.704
H: -3.952 -4.497 -3.176
H: -2.526 -4.204 -4.161
H: -3.676 -2.452 -1.970
H: -2.882 -1.945 -3.462
O: 4.990 4.206 4.696
N: 4.324 5.018 4.070
O: 4.356 6.222 4.308
C: 3.402 4.528 3.071
C: 2.652 5.435 2.365
C: 1.767 4.963 1.407
C: 1.643 3.576 1.062
O: 0.938 3.177 0.092
C: 2.429 2.678 1.884
C: 3.284 3.147 2.842
N: 2.431 1.273 1.596
O: 3.117 0.554 2.458
O: 0.931 0.950 1.741
N: 0.972 5.970 0.724
O: 1.428 7.112 0.656
O: -0.068 5.646 0.186
H: 2.738 6.494 2.544
H: 3.851 2.410 3.391

# 2
A structure of composition C27H22Cl2FN5O2Ti. Source: OMol25; level of theory: wB97M-V/def2-TZVPD.

LUMO (spin up / spin down): -4.0 / -3.9 eV
E_HOMO (spin up / spin down): -9.72 / -9.72 eV
Relative energy (zero: lowest compared OMol25 entry of this formula, charge and spin): 0.00 kJ/mol
Spin multiplicity: 2
Total energy: -90775.72854 eV
Net charge: +1

Positions of all 60 atoms, in Å:
Ti: 11.239 9.627 8.476
N: 11.547 5.890 7.054
C: 10.252 5.647 7.496
C: 9.809 6.805 8.071
N: 10.810 7.750 8.018
C: 11.885 7.192 7.371
C: 13.053 7.999 7.024
N: 13.004 9.320 7.313
C: 14.328 9.809 7.204
C: 15.137 8.809 6.806
N: 14.356 7.676 6.667
H: 12.122 5.216 6.539
H: 9.722 4.736 7.208
H: 8.881 7.140 8.504
H: 14.525 10.858 7.384
H: 16.213 8.766 6.625
H: 14.712 6.721 6.489
F: 4.715 9.861 8.594
C: 6.028 10.014 8.269
C: 6.636 11.223 8.589
C: 7.931 11.433 8.197
C: 8.640 10.446 7.449
C: 10.073 10.673 7.191
C: 7.932 9.305 7.000
C: 6.645 9.042 7.465
H: 6.059 11.953 9.141
H: 8.508 12.293 8.515
H: 10.380 11.673 7.471
H: 10.489 10.352 6.248
H: 8.399 8.621 6.314
H: 6.133 8.130 7.153
Cl: 10.493 9.162 16.275
C: 10.392 7.797 15.259
C: 9.747 6.641 15.675
C: 9.806 5.490 14.886
C: 10.574 5.447 13.753
C: 11.137 6.635 13.246
Cl: 11.890 6.725 11.694
C: 10.985 7.826 13.994
N: 11.237 9.044 13.365
C: 12.291 9.891 13.666
C: 13.147 9.579 14.750
C: 14.003 10.556 15.242
C: 14.122 11.799 14.592
C: 13.380 12.047 13.424
C: 12.422 11.151 12.989
C: 11.477 11.462 11.855
C: 11.479 10.590 10.652
O: 12.306 10.855 9.709
O: 10.679 9.589 10.502
H: 9.162 6.606 16.586
H: 9.247 4.624 15.218
H: 10.668 4.547 13.122
H: 11.019 9.026 12.363
H: 13.049 8.613 15.257
H: 14.609 10.364 16.098
H: 14.793 12.539 15.017
H: 13.538 12.965 12.864
H: 11.746 12.468 11.466
H: 10.446 11.559 12.240

# 3
The ion C27H22ClN2O3 with charge -1. Source: OMol25; level of theory: wB97M-V/def2-TZVPD.

LUMO: 2.3 eV
E_HOMO: -2.36 eV
Relative energy (zero: lowest compared OMol25 entry of this formula, charge and spin): 20.52 kJ/mol
Spin multiplicity: 1
Total energy: -50000.08010 eV
Net charge: -1

Positions of all 55 atoms, in Å:
C: 1.344 -3.077 6.844
C: 0.759 -3.314 5.486
O: 0.542 -2.005 4.894
C: -0.484 -1.961 4.018
C: -0.241 -0.877 2.969
N: -1.522 -0.466 2.493
C: -1.905 0.742 2.639
C: -3.062 1.273 1.937
C: -3.384 2.634 2.083
C: -4.411 3.203 1.337
C: -5.120 2.391 0.431
Cl: -6.363 3.091 -0.515
C: -4.822 1.024 0.285
C: -3.788 0.463 1.044
O: -1.441 -2.709 4.055
H: 1.861 -3.985 7.157
H: 2.042 -2.234 6.846
H: 0.538 -2.865 7.555
H: 1.466 -3.849 4.835
H: -0.192 -3.858 5.524
H: 0.199 -0.036 3.529
H: -1.388 1.472 3.291
H: -2.795 3.239 2.775
H: -4.657 4.256 1.437
H: -5.385 0.416 -0.420
H: -3.514 -0.586 0.932
N: -4.163 -6.761 -1.090
C: -3.459 -5.890 -0.742
C: -2.589 -4.828 -0.331
C: -1.462 -4.507 -1.107
C: -0.630 -3.470 -0.739
C: -0.844 -2.733 0.466
C: 0.096 -1.713 0.770
C: 0.772 -1.481 2.011
C: 2.087 -0.618 2.079
C: 2.530 0.280 0.967
C: 1.689 0.814 -0.028
C: 2.247 1.430 -1.153
C: 3.624 1.670 -1.225
C: 4.440 1.311 -0.139
C: 3.894 0.641 0.955
O: 2.728 -0.704 3.117
C: -1.996 -3.079 1.230
C: -2.831 -4.116 0.849
H: -1.265 -5.083 -2.012
H: 0.246 -3.227 -1.346
H: 0.584 -1.294 -0.109
H: 1.087 -2.478 2.400
H: 0.604 0.724 0.078
H: 1.592 1.719 -1.976
H: 4.059 2.134 -2.111
H: 5.502 1.556 -0.143
H: 4.521 0.363 1.805
H: -2.230 -2.512 2.117
H: -3.686 -4.358 1.479

# 4
A structure of composition C27H22IrN5O2S. Source: OMol25; level of theory: wB97M-V/def2-TZVPD.

LUMO (spin up / spin down): -2.5 / -5.9 eV
E_HOMO (spin up / spin down): -9.56 / -11.51 eV
Relative energy (zero: lowest compared OMol25 entry of this formula, charge and spin): 50.26 kJ/mol
Spin multiplicity: 6
Total energy: -53568.09136 eV
Net charge: +1

Positions of all 58 atoms, in Å:
Ir: -0.364 0.195 -0.097
C: 4.707 -1.776 -1.810
C: 4.833 -0.462 -1.373
C: 3.712 0.330 -1.211
C: 2.436 -0.193 -1.482
C: 2.318 -1.519 -1.914
C: 3.446 -2.297 -2.081
N: 1.303 0.599 -1.281
C: 1.369 1.959 -1.536
C: 2.098 2.521 -2.598
C: 2.152 3.890 -2.727
C: 1.504 4.708 -1.798
C: 0.770 4.177 -0.741
C: 0.679 2.810 -0.630
N: -0.024 2.112 0.337
N: -0.487 2.679 1.427
C: -1.081 1.765 2.222
C: -1.678 2.143 3.431
C: -2.255 1.182 4.225
C: -2.245 -0.159 3.827
C: -1.651 -0.485 2.634
N: -1.077 0.441 1.846
H: 5.587 -2.392 -1.937
H: 5.810 -0.057 -1.145
H: 3.806 1.338 -0.830
H: 1.343 -1.915 -2.166
H: 3.344 -3.314 -2.436
H: 2.588 1.870 -3.310
H: 2.690 4.334 -3.553
H: 1.560 5.783 -1.912
H: 0.255 4.809 -0.032
H: -1.668 3.190 3.699
H: -2.721 1.465 5.161
H: -2.694 -0.933 4.432
H: -1.636 -1.499 2.260
O: -3.264 -1.204 0.032
C: -3.371 -0.116 -0.513
C: -4.683 0.554 -0.870
C: -4.268 1.909 -1.443
C: -2.750 1.904 -1.378
O: -2.015 2.790 -1.737
N: -2.311 0.686 -0.857
H: -5.287 0.623 0.033
H: -5.224 -0.079 -1.572
H: -4.638 2.762 -0.877
H: -4.566 2.056 -2.480
S: -0.817 -2.024 -0.709
C: -0.178 -3.163 0.408
C: 0.615 -2.785 1.502
C: 1.111 -3.751 2.353
C: 0.820 -5.095 2.128
C: 0.036 -5.476 1.042
C: -0.463 -4.519 0.180
H: 0.851 -1.738 1.659
H: 1.729 -3.463 3.193
H: 1.207 -5.848 2.803
H: -0.185 -6.522 0.871
H: -1.077 -4.801 -0.666

# 5
A structure of composition C27H22N5O2PdS2Se. Source: OMol25; level of theory: wB97M-V/def2-TZVPD.

LUMO (spin up / spin down): -5.5 / -5.5 eV
E_HOMO (spin up / spin down): -10.16 / -10.16 eV
Relative energy (zero: lowest compared OMol25 entry of this formula, charge and spin): 122.73 kJ/mol
Spin multiplicity: 1
Total energy: -130390.60474 eV
Net charge: +1

Positions of all 60 atoms, in Å:
Pd: -0.179 0.128 -0.131
O: -1.660 0.146 1.267
C: -1.828 -0.733 2.193
C: -3.157 -0.950 2.661
C: -3.412 -1.838 3.660
C: -2.376 -2.582 4.284
C: -1.094 -2.390 3.886
C: -0.765 -1.473 2.836
C: 0.585 -1.250 2.565
N: 0.994 -0.435 1.595
N: 2.256 -0.065 1.650
C: 2.478 1.022 0.814
O: 1.567 1.609 0.205
C: 3.889 1.436 0.675
C: 4.894 0.846 1.439
C: 6.210 1.236 1.259
C: 6.526 2.207 0.320
C: 5.526 2.797 -0.445
C: 4.209 2.415 -0.268
H: -3.944 -0.386 2.183
H: -4.433 -1.988 3.985
H: -2.614 -3.276 5.074
H: -0.285 -2.926 4.361
H: 1.354 -1.664 3.211
H: 4.640 0.091 2.169
H: 6.991 0.784 1.854
H: 7.555 2.508 0.183
H: 5.776 3.554 -1.174
H: 3.417 2.865 -0.849
C: -2.941 2.557 -0.334
C: -2.059 2.395 -1.518
N: -1.049 1.565 -1.579
C: -0.411 1.603 -2.788
C: -0.940 2.485 -3.678
S: -2.272 3.280 -2.961
C: 0.740 0.713 -2.911
C: 1.597 0.558 -3.950
S: 2.772 -0.622 -3.571
C: 2.070 -0.864 -2.037
N: 1.029 -0.098 -1.829
C: 2.634 -1.825 -1.053
H: -2.342 2.788 0.547
H: -3.665 3.354 -0.490
H: -3.467 1.622 -0.137
H: -0.622 2.704 -4.680
H: 1.592 1.063 -4.899
H: 2.806 -2.796 -1.513
H: 1.950 -1.948 -0.214
H: 3.584 -1.452 -0.668
Se: -1.043 -2.092 -0.674
C: -2.909 -1.819 -0.892
C: -3.794 -2.639 -0.208
C: -5.156 -2.453 -0.415
N: -5.665 -1.512 -1.194
C: -4.804 -0.732 -1.840
C: -3.428 -0.851 -1.743
H: -3.442 -3.401 0.474
H: -5.868 -3.087 0.098
H: -5.238 0.023 -2.486
H: -2.779 -0.208 -2.322

# 6
A structure of composition C27H22NNiO6P. Source: OMol25; level of theory: wB97M-V/def2-TZVPD.

LUMO (spin up / spin down): -0.4 / -0.4 eV
E_HOMO (spin up / spin down): -7.13 / -8.38 eV
Relative energy (zero: lowest compared OMol25 entry of this formula, charge and spin): 12.91 kJ/mol
Spin multiplicity: 3
Total energy: -92464.17953 eV

Positions of all 58 atoms, in Å:
Ni: -0.038 -1.633 -0.469
O: -3.472 -2.345 1.861
C: -2.321 -2.060 1.268
O: -2.203 -1.978 0.072
C: -1.165 -1.886 2.193
C: -1.197 -1.976 3.566
C: 0.011 -1.838 4.249
C: 1.181 -1.666 3.539
C: 1.118 -1.598 2.152
N: -0.044 -1.676 1.534
C: 2.326 -1.432 1.224
O: 3.421 -1.342 1.762
O: 2.023 -1.412 -0.015
H: -4.126 -2.482 1.156
H: -2.134 -2.150 4.080
H: 0.031 -1.877 5.330
H: 2.145 -1.580 4.023
C: -0.012 2.400 3.344
C: -1.219 2.327 2.664
C: -1.261 1.842 1.362
C: -0.094 1.433 0.721
C: 1.117 1.504 1.414
C: 1.156 1.987 2.715
P: -0.121 0.632 -0.935
C: -1.526 1.455 -1.776
C: -2.812 0.976 -1.513
C: -3.923 1.564 -2.100
C: -3.761 2.625 -2.981
C: -2.485 3.082 -3.280
C: -1.373 2.500 -2.684
C: 1.370 1.298 -1.732
C: 1.796 2.616 -1.561
C: 2.947 3.062 -2.191
C: 3.680 2.196 -2.995
C: 3.260 0.887 -3.172
C: 2.109 0.437 -2.538
H: 0.019 2.773 4.360
H: -2.133 2.652 3.145
H: -2.211 1.797 0.844
H: 2.034 1.170 0.941
H: 2.104 2.034 3.236
H: -2.936 0.115 -0.867
H: -4.915 1.187 -1.884
H: -4.624 3.080 -3.449
H: -2.351 3.890 -3.988
H: -0.384 2.856 -2.941
H: 1.231 3.292 -0.929
H: 3.276 4.085 -2.051
H: 4.587 2.544 -3.476
H: 3.835 0.211 -3.791
H: 1.795 -0.595 -2.645
C: 1.145 -5.691 -0.867
O: 0.717 -4.558 -0.076
C: 0.347 -3.451 -0.740
O: 0.310 -3.384 -1.970
H: 2.214 -5.820 -0.720
H: 0.926 -5.517 -1.916
H: 0.608 -6.562 -0.502